Molecular formula: C52H99BN2O14P
Method: DFT, ωB97M-V/def2-TZVPD

Structure (ORCA input):
```
! wB97M-V def2-TZVPD RIJCOSX def2/J DEFGRID3
* xyz 1 1
C -5.25071 2.81982 2.18498
C -5.01495 1.55003 2.62056
C -3.78708 0.79456 2.15906
O -2.70792 1.18261 2.53317
O -3.92257 -0.32853 1.35353
C -4.26910 -1.45663 2.21486
C -3.92511 -2.77553 1.51246
C -2.65844 -3.40910 2.17273
C -1.64922 -3.69478 1.04592
C -0.73866 -2.47929 0.85433
C 0.36349 -2.71020 -0.19175
C 0.97973 -1.39582 -0.57864
C 2.22332 -1.03635 -0.06377
O 2.88927 -1.85212 0.79022
C 2.79823 0.19656 -0.40654
C 4.12573 0.52038 0.23474
C 3.92258 0.81518 1.74003
N 3.63076 2.21943 2.04316
C 2.11197 0.99860 -1.28000
C 2.67970 2.32728 -1.69672
C 2.01891 3.53637 -0.94159
N 0.91914 0.63468 -1.76793
B 0.17190 1.55746 -2.75707
O -0.55432 2.60396 -2.27494
C 0.22820 1.28368 -4.30518
C -1.18519 1.29771 -4.95217
C 0.34780 -0.52149 -1.41923
P -1.33809 -0.77646 -2.16061
O -1.73778 -2.35473 -2.09931
O -2.38702 0.11808 -1.29619
H -5.23907 3.68799 2.84138
H -5.47217 2.99751 1.13075
H -5.71164 1.03767 3.28385
H -3.78167 -1.36528 3.18592
H -5.35193 -1.43260 2.38838
H -3.72281 -2.60865 0.45575
H -4.78301 -3.43933 1.60149
H -2.91981 -4.38251 2.59074
H -2.20191 -2.78253 2.93700
H -1.00182 -4.51516 1.38905
H -2.14433 -3.95480 0.10797
H -1.29551 -1.54848 0.66855
H -0.20589 -2.34756 1.80257
H 0.02562 -3.30800 -1.03500
H 1.13041 -3.31094 0.29689
H 3.46684 -2.44622 0.26994
H 4.73500 -0.38629 0.18267
H 4.69258 1.29596 -0.27287
H 4.79267 0.47867 2.31036
H 3.07762 0.22579 2.09971
H 3.79470 2.83649 1.26195
H 2.70763 2.35507 2.42242
H 2.64114 2.46174 -2.78275
H 3.73384 2.38392 -1.45455
H 1.43206 4.06973 -1.68636
H 1.36152 3.16427 -0.16055
H 2.79014 4.20408 -0.56613
H -0.23294 3.39103 -2.73913
H 0.75730 2.13367 -4.76550
H 0.74773 0.36431 -4.58409
H -1.62422 0.30503 -4.91484
H -1.10766 1.62401 -5.98910
H -1.82228 2.01540 -4.43886
H -2.32074 -2.50741 -1.33282
H -2.51207 -0.19297 -0.37829
C -3.36524 5.61439 -6.51758
C -3.54860 5.85840 -5.02517
C -2.58263 4.84971 -4.42471
O -1.50804 4.69811 -5.36330
C -1.87691 5.31752 -6.60412
H -3.66569 6.45495 -7.14048
H -3.94149 4.73863 -6.82510
H -3.23580 6.87424 -4.77287
H -4.57195 5.72245 -4.67949
H -3.06121 3.87338 -4.29255
H -2.18112 5.17205 -3.46197
H -1.29476 6.23841 -6.71036
H -1.62592 4.65157 -7.43023
C -4.42393 -6.07550 -3.05316
C -5.77932 -5.37976 -3.04661
C -5.83770 -4.82301 -1.63266
O -4.48492 -4.54198 -1.24493
C -3.58803 -5.13813 -2.19635
H -4.00879 -6.22115 -4.04907
H -4.50538 -7.05247 -2.57117
H -5.78168 -4.56298 -3.77231
H -6.61369 -6.04018 -3.27582
H -6.24589 -5.55856 -0.93230
H -6.43146 -3.91102 -1.56257
H -3.14894 -4.33874 -2.80042
H -2.78535 -5.65401 -1.66555
C 6.92686 -5.38973 0.38319
C 5.96343 -6.00356 1.39470
C 4.96001 -4.87466 1.59980
O 4.89941 -4.15253 0.35509
C 5.98476 -4.57723 -0.48343
H 7.49986 -6.11973 -0.18484
H 7.62951 -4.73005 0.89724
H 5.46636 -6.87266 0.95649
H 6.44109 -6.31642 2.32123
H 5.29147 -4.18266 2.37984
H 3.96804 -5.23622 1.85898
H 5.57099 -5.18780 -1.29248
H 6.45884 -3.69762 -0.91728
C 4.11797 -1.49484 -4.81180
C 3.94754 -1.19264 -3.32929
C 4.95555 -2.12245 -2.69166
O 6.01455 -2.28820 -3.63237
C 5.61637 -1.74731 -4.90027
H 3.78055 -0.69564 -5.47026
H 3.56796 -2.40313 -5.06948
H 4.23730 -0.15608 -3.12721
H 2.93414 -1.34757 -2.95505
H 4.50940 -3.10524 -2.49630
H 5.35876 -1.73273 -1.75336
H 6.16836 -0.81516 -5.05769
H 5.88096 -2.44428 -5.69474
C 0.58565 -8.84151 1.62570
C 1.86584 -8.01956 1.70499
C 1.49943 -6.79694 0.87729
O 0.09307 -6.60096 1.03207
C -0.48136 -7.75809 1.65623
H 0.47688 -9.56583 2.43093
H 0.54766 -9.37939 0.67560
H 2.05807 -7.72835 2.74100
H 2.74659 -8.53873 1.32911
H 1.70646 -6.96037 -0.18641
H 2.02351 -5.89745 1.19713
H -0.74817 -7.49245 2.68444
H -1.38972 -8.04436 1.12538
C -0.41553 0.77604 5.02169
C 1.00366 0.40280 5.43548
C 0.82029 -1.02619 5.92613
O -0.25728 -1.58276 5.16469
C -0.92448 -0.53706 4.45163
H -0.46678 1.59534 4.30732
H -0.99922 1.05461 5.90210
H 1.66195 0.41787 4.56218
H 1.42874 1.05995 6.19248
H 0.53893 -1.05035 6.98384
H 1.71354 -1.63752 5.79175
H -0.66952 -0.63315 3.38949
H -2.00317 -0.65382 4.56096
C 2.86773 7.84233 2.05397
C 4.32955 7.63683 2.42914
C 4.39161 6.13211 2.63396
O 3.41824 5.55414 1.75028
C 2.58146 6.59823 1.22910
H 2.68067 8.76541 1.50772
H 2.24784 7.84665 2.95339
H 4.97157 7.92848 1.59452
H 4.64078 8.19707 3.30895
H 4.12279 5.85894 3.65881
H 5.37428 5.71608 2.41151
H 2.84885 6.75144 0.17696
H 1.53615 6.28938 1.28050
C -6.17819 8.60567 2.99209
C -4.79759 8.29301 3.55476
C -4.96084 6.84513 3.99167
O -5.91689 6.25393 3.10336
C -6.55412 7.28443 2.33906
H -6.19016 9.44154 2.29443
H -6.86960 8.83167 3.80700
H -4.04839 8.36391 2.76234
H -4.49442 8.94982 4.36855
H -5.35662 6.77932 5.01041
H -4.02655 6.28314 3.94590
H -6.17815 7.22840 1.31165
H -7.63053 7.11198 2.32397
*
```

Output
Energy: -3569.5030 Eh
Frontier orbital gap: 7.493 eV
Lowest unoccupied orbital energy: -2.60 eV

Results of the Mulliken charge analysis, in e, for atoms 1 through 6: -0.709 -0.460 0.711 -0.385 -0.168 -0.984